Record 1
C2H7N5S | ωB97M-V/def2-TZVPD

E_LUMO, eV: 0.18
Molecular weight, g/mol: 133.18
Gap between HOMO and LUMO, hartree: 0.3339

Element x y z (Å)
C (0.33341, -0.29980, -0.16873)
C (-1.39456, 1.36945, 0.59815)
H (3.05108, -0.50422, 0.05276)
H (2.25037, -1.42592, 1.16976)
H (1.09606, 0.96551, 1.28774)
H (-0.22820, -1.60248, -1.36890)
H (-2.12150, -0.95351, -0.95079)
H (-1.40251, -0.03282, -2.14556)
H (-2.38449, 1.69610, 0.22504)
N (2.46887, -0.45185, 0.91763)
N (1.26734, 0.19550, 0.66133)
N (0.53374, -1.40951, -0.75686)
N (-0.87708, 0.43101, -0.23269)
N (-1.81389, -0.03804, -1.22260)
S (-0.77865, 2.06058, 1.93373)

=====

Record 2
C58H69O13 | ωB97M-V/def2-TZVPD

E_LUMO, eV: -0.28
Molecular weight, g/mol: 974.18
Gap between HOMO and LUMO, hartree: 0.0476
Charge: -1

Element x y z (Å)
C (0.96618, -1.34234, 0.28655)
C (2.27072, -1.37900, 1.11010)
C (2.08595, -1.59350, 2.62006)
C (1.94432, -0.30072, 3.43020)
C (0.80755, 0.59088, 2.93686)
C (0.28698, 1.61280, 3.94358)
C (-0.89795, 2.41626, 3.36444)
C (-2.19617, 2.41439, 4.19343)
C (-3.37423, 1.72352, 3.50481)
C (-3.10561, 0.25717, 3.15564)
C (-4.12769, -0.36909, 2.18770)
C (-3.52416, -1.42158, 1.22982)
C (-3.74041, -1.16417, -0.26420)
C (-2.92552, 0.01367, -0.83293)
C (-3.65065, 1.37950, -0.87217)
C (-2.87568, 2.59283, -0.31397)
C (-2.33495, 3.53167, -1.37608)
O (-1.73497, 4.65832, -0.65145)
C (-1.23625, 2.82017, -2.16767)
C (-1.44278, 2.71193, -3.68689)
C (-0.38657, 1.85150, -4.39193)
C (1.03171, 2.45718, -4.35139)
C (1.98546, 1.84470, -3.30598)
H (1.05413, -1.91422, -0.63741)
H (0.12670, -1.73875, 0.87053)
H (0.68067, -0.32001, 0.01927)
H (2.81518, -0.43743, 0.96381)
H (2.91778, -2.16727, 0.71731)
H (2.95541, -2.14215, 3.00010)
H (1.21186, -2.23229, 2.80302)
H (2.90038, 0.23780, 3.39950)
H (1.74603, -0.56441, 4.47749)
H (-0.02894, -0.06149, 2.64399)
H (1.11377, 1.11021, 2.02137)
H (-0.02962, 1.08927, 4.85406)
H (1.09779, 2.29162, 4.22866)
H (-0.59000, 3.45008, 3.19570)
H (-1.11224, 2.01070, 2.36936)
H (-2.47676, 3.45598, 4.38419)
H (-2.02994, 1.96549, 5.18049)
H (-3.66017, 2.27328, 2.60161)
H (-4.24130, 1.75671, 4.17985)
H (-2.10357, 0.15480, 2.72377)
H (-3.10226, -0.31999, 4.09149)
H (-4.89690, -0.86935, 2.78783)
H (-4.63855, 0.41904, 1.62953)
H (-3.95571, -2.40083, 1.47350)
H (-2.44232, -1.51090, 1.41001)
H (-4.81018, -1.00661, -0.45823)
H (-3.45439, -2.07960, -0.80029)
H (-1.98987, 0.09566, -0.26357)
H (-2.63044, -0.23932, -1.85867)
H (-4.62632, 1.28741, -0.37987)
H (-3.87679, 1.61687, -1.91801)
H (-3.51906, 3.17670, 0.35642)
H (-2.03546, 2.20566, 0.32633)
H (-0.95482, 4.32574, -0.17054)
H (-0.29521, 3.37214, -1.99539)
H (-1.06016, 1.79087, -1.79239)
H (-1.45503, 3.72280, -4.11531)
H (-2.43979, 2.29244, -3.87051)
H (-0.66647, 1.69968, -5.43770)
H (-0.36836, 0.87279, -3.89635)
H (0.94990, 3.53475, -4.17667)
H (1.48923, 2.34143, -5.34035)
H (2.96367, 1.63389, -3.75680)
H (1.60211, 0.90216, -2.90990)
H (2.15958, 2.52163, -2.46437)
C (4.44781, -5.39172, 3.71930)
C (5.44708, -5.85963, 4.46269)
C (6.85404, -5.76827, 4.00215)
O (7.76969, -6.19847, 4.67116)
C (7.10656, -5.12563, 2.68527)
C (6.10948, -4.65546, 1.94118)
C (4.70177, -4.76063, 2.40047)
O (3.78224, -4.33450, 1.73605)
H (3.41232, -5.43517, 4.03199)
H (5.28771, -6.32131, 5.42883)
H (8.14281, -5.06574, 2.37759)
H (6.26726, -4.18168, 0.98049)
C (1.04067, 2.65555, -9.17228)
C (1.84240, 2.99171, -10.17942)
C (2.82245, 2.02938, -10.73844)
O (3.55353, 2.33318, -11.65827)
C (2.87745, 0.67652, -10.13019)
C (2.07768, 0.33868, -9.12253)
C (1.09218, 1.30098, -8.56530)
O (0.36720, 0.99771, -7.64593)
H (0.32191, 3.34036, -8.74051)
H (1.82612, 3.97317, -10.63564)
H (3.60282, -0.00596, -10.55475)
H (2.09988, -0.63958, -8.65933)
C (-3.45237, -5.12435, -0.70257)
C (-3.24527, -5.62084, -1.91937)
C (-4.29419, -6.39601, -2.62609)
O (-4.10272, -6.85991, -3.73001)
C (-5.59078, -6.58856, -1.92858)
C (-5.80093, -6.09037, -0.71396)
C (-4.74765, -5.31955, -0.00272)
O (-4.94111, -4.87249, 1.10449)
H (-2.70244, -4.55108, -0.17189)
H (-2.31269, -5.48640, -2.45239)
H (-6.34098, -7.15351, -2.46720)
H (-6.73598, -6.21659, -0.18326)
C (-3.93476, 8.12297, 4.58461)
C (-2.86156, 7.34555, 4.46548)
C (-2.40980, 6.48223, 5.58678)
O (-1.43233, 5.77669, 5.47943)
C (-3.20949, 6.50728, 6.83892)
C (-4.28033, 7.28675, 6.95610)
C (-4.72479, 8.15957, 5.83918)
O (-5.69974, 8.87221, 5.95464)
H (-4.28695, 8.75652, 3.78077)
H (-2.27551, 7.29026, 3.55660)
H (-2.86544, 5.86035, 7.63597)
H (-4.87883, 7.32655, 7.85741)
C (6.71993, 3.13817, -3.09952)
C (5.77762, 3.53103, -3.95252)
C (5.92750, 3.31985, -5.41544)
O (5.07720, 3.67828, -6.19921)
C (7.16853, 2.65093, -5.88699)
C (8.10973, 2.26032, -5.03309)
C (7.95989, 2.47400, -3.57088)
O (8.82167, 2.11756, -2.79597)
H (6.63143, 3.27764, -2.02976)
H (4.86203, 4.01048, -3.62969)
H (7.25308, 2.50708, -6.95677)
H (9.02241, 1.77275, -5.35150)
C (-0.42795, -4.66275, 4.10377)
C (-1.64328, -4.83529, 3.58778)
C (-2.24435, -6.19018, 3.47613)
O (-3.35237, -6.35944, 3.02125)
C (-1.43288, -7.34272, 3.95009)
C (-0.21879, -7.16858, 4.46152)
C (0.37495, -5.81479, 4.58159)
O (1.48399, -5.66553, 5.05524)
H (0.03391, -3.68794, 4.19610)
H (-2.24847, -4.01199, 3.22701)
H (-1.89222, -8.31833, 3.85369)
H (0.39121, -7.99036, 4.81485)

=====

Record 3
C24H20BBrCl3IIrN11S | ωB97M-V/def2-TZVPD

E_LUMO (alpha / beta), eV: -14.15 / -14.15
Molecular weight, g/mol: 1010.76
Gap between HOMO and LUMO (alpha / beta), hartree: 0.1522 / 0.1522
Charge: +4

Element x y z (Å)
Ir (0.17108, 0.26204, -0.33568)
C (0.22914, 0.67110, 4.38621)
C (1.05236, 0.87268, 3.16646)
N (0.31747, 0.14250, 2.10595)
N (-0.67339, -0.39490, 2.66134)
C (-0.81900, -0.06510, 4.02485)
B (-1.62526, -1.42472, 1.78907)
N (-2.44169, -0.50587, 0.87010)
C (-3.77477, -0.33115, 0.79927)
C (-4.05227, 0.54513, -0.22899)
C (-2.81574, 0.88501, -0.75738)
N (-1.84453, 0.25764, -0.08098)
N (-0.67506, -2.28544, 0.94134)
C (-0.56529, -3.62886, 0.91108)
C (0.28664, -3.98071, -0.11409)
C (0.67995, -2.77726, -0.68480)
N (0.09923, -1.76066, -0.03741)
N (-2.51741, -2.31876, 2.56976)
C (-2.77403, -2.62778, 3.89179)
C (-3.72399, -3.59824, 3.91816)
C (-4.02664, -3.84321, 2.55796)
N (-3.33584, -3.06382, 1.75622)
H (0.44133, 1.06513, 5.37104)
H (2.04841, 0.40986, 3.24485)
H (-1.66564, -0.39925, 4.59834)
H (-4.45025, -0.85320, 1.45530)
H (-5.02126, 0.89271, -0.54361)
H (-2.58880, 1.54339, -1.57985)
H (-1.08921, -4.26013, 1.60840)
H (0.58054, -4.97517, -0.40264)
H (1.35293, -2.60443, -1.50986)
H (-2.25580, -2.19571, 4.72860)
H (-4.21311, -4.01890, 4.78012)
H (-4.75476, -4.52924, 2.15314)
S (2.48019, 3.03724, 4.23243)
C (3.53004, 3.49613, 3.09535)
C (3.05571, 3.20697, 1.72682)
N (1.91303, 2.64705, 1.65236)
C (1.32341, 2.39309, 2.91595)
H (4.47619, 3.97274, 3.34674)
H (3.61834, 3.47406, 0.83886)
H (0.37909, 2.93618, 3.04470)
Cl (5.21039, -1.33165, -1.92888)
C (4.78359, -0.13962, -0.73249)
Cl (5.26563, -0.64407, 0.89559)
Cl (5.44850, 1.44774, -1.12581)
C (3.31056, 0.00516, -0.69041)
N (2.17835, 0.14065, -0.62537)
N (-0.20189, 3.27889, -1.07088)
C (0.03499, 2.19386, -0.77450)
H (-0.38588, 4.25091, -1.26329)
Br (-0.98330, -1.46887, -6.12357)
C (0.00812, 0.13723, -6.10296)
C (0.40456, 0.77165, -7.26822)
C (1.12868, 1.95276, -7.18498)
C (1.45825, 2.49972, -5.94984)
C (1.07012, 1.86945, -4.77646)
C (0.34827, 0.69618, -4.88675)
I (-0.34538, -0.42800, -3.22632)
H (0.14464, 0.33874, -8.22553)
H (1.43874, 2.45026, -8.09378)
H (2.02061, 3.42180, -5.89858)
H (1.33114, 2.28903, -3.81425)

=====

Record 4
C2HN2O2 | ωB97M-V/def2-TZVPD

E_LUMO (alpha / beta), eV: -9.98 / -10.54
Molecular weight, g/mol: 85.04
Gap between HOMO and LUMO (alpha / beta), hartree: 0.3055 / 0.2892
Charge: +1

Element x y z (Å)
C (0.34042, -1.09812, -0.06236)
C (-0.11313, 1.13670, 0.25842)
N (0.72611, 0.07470, 0.55296)
N (-0.99304, 0.46371, -0.53375)
O (-0.11610, 2.30152, 0.43663)
O (-0.71484, -0.88002, -0.73997)
H (0.87057, -1.99849, 0.08807)

=====

no.,E_tot (eV)
1,-20471.328
2,-87874.184
3,-171622.574
4,-9150.130